[1]
Entry from OMol25: a structure of composition C23H31N2O6PS2W (ωB97M-V with the def2-TZVPD basis set).

```
66
C23H31N2O6PS2W (ωB97M-V with the def2-TZVPD basis set)
W -1.2600 -0.0372 0.1275
S -0.1922 -0.5239 -2.3847
S -0.7668 4.5216 -0.5416
P -1.4138 -2.6667 0.0620
O 0.4621 -0.5261 -0.9747
O -1.6032 -0.0775 -1.8836
O 0.3814 0.4686 -3.2296
O -2.2200 -0.5679 1.7726
O -0.2753 -1.8686 -2.8859
O -0.1455 0.0884 1.7025
N -0.5099 2.0203 -0.1220
N -1.4472 0.5571 2.0203
C 0.7898 2.5310 -0.0640
C -2.0072 -3.3627 1.6470
C -2.7968 2.5580 -0.4136
C -1.4016 2.9460 -0.3541
C 1.9651 1.8203 0.1838
C 4.4902 1.7491 0.4490
C -2.9965 1.2027 -0.1744
C 3.1902 3.8783 -0.0085
C -4.3006 0.7299 -0.1629
C -3.4618 -2.6673 -1.9617
C 0.2900 -4.9162 -0.0388
C 5.1872 2.3355 1.6843
C 2.0419 4.5973 -0.2447
C 4.2741 0.2529 0.6792
C 3.1734 2.4854 0.2091
C 0.2531 -3.3923 -0.1289
C -1.0986 -3.0870 2.8473
C -5.1448 2.9397 -0.6536
C -3.8527 3.4303 -0.6540
C 0.8330 3.9074 -0.2702
C -5.3654 1.5886 -0.4015
C 5.3906 1.9253 -0.7828
C -2.4678 -3.5246 -1.1828
H -2.1240 -4.4379 1.4936
H 1.9036 0.7586 0.3415
H -3.6598 4.4813 -0.8386
H 4.5593 2.2241 2.5707
H -4.1307 -2.1239 -1.2942
H 0.8841 -2.9292 0.6336
H -0.3673 -5.3821 -0.7742
H -0.8283 -2.0364 2.9190
H 3.6506 0.0686 1.5567
H -0.1781 -3.6678 2.7857
H 1.3025 -5.2681 -0.2394
H -4.5022 -0.3130 0.0492
H 5.2398 -0.2272 0.8457
H 3.8055 -0.2228 -0.1846
H 6.1302 1.8146 1.8637
H -1.7900 -4.0297 -1.8723
H 5.4101 3.3959 1.5590
H 0.0032 -5.2825 0.9462
H 5.6127 2.9766 -0.9727
H -4.0756 -3.3089 -2.5949
H 6.3380 1.4033 -0.6315
H -2.9517 -1.9476 -2.5938
H 4.9085 1.5157 -1.6724
H -3.0023 -2.9486 1.8174
H 2.0808 5.6663 -0.4073
H -1.6045 -3.3678 3.7712
H 0.6199 -3.0486 -1.0933
H -3.0055 -4.2950 -0.6258
H 4.1323 4.4109 0.0059
H -6.3769 1.2025 -0.3895
H -5.9786 3.6029 -0.8408
```

Output
Gap between HOMO and LUMO = 7.706 eV
E_HOMO = -0.3197 Eh
ΔE to the lowest compared entry with this formula, charge and spin = 15.02 kJ/mol

These are the natural (NBO) partial charges, in e, on atoms 1 to 4: W 1.7927; S 2.5771; S 0.4664; P 1.0652



[2]
Entry from OMol25: an isolated molecule of C23H31N3O5 (ωB97M-V with the def2-TZVPD basis set).

```
62
C23H31N3O5 (ωB97M-V with the def2-TZVPD basis set)
O -2.9739 1.6726 1.2085
O -0.9768 3.3710 -1.7960
O -3.2628 -0.5586 1.1814
O 3.4653 -0.2858 1.1157
O 2.7590 1.8257 1.3911
N 1.5196 -3.2700 0.2348
N 0.3298 -2.0381 -1.8909
N -0.6832 -1.0909 1.3686
C 0.3500 -3.9146 -0.3048
C 0.0392 2.5083 1.3948
C 0.0306 1.0270 1.3444
C -2.5009 0.5594 1.2488
C 1.6710 -2.5124 -2.1168
C 0.0024 -0.6965 -1.8702
C -1.6998 1.0353 -1.8536
C -5.3577 -1.6970 1.0405
C -1.0965 0.2206 1.3489
C -0.7290 2.0263 -1.8474
C -1.3369 -0.2984 -1.8767
C -4.6651 -0.3472 1.0331
C 0.9705 0.3138 -1.8947
C 1.1453 0.1468 1.3273
C -0.5049 -3.0269 -1.2486
C 4.0998 2.2911 1.2712
C 0.6570 -1.1627 1.3465
C 4.4757 2.5150 -0.1872
C 2.5590 0.5077 1.2642
C -2.2974 3.7814 -1.5321
C 0.6093 1.6423 -1.8951
C 2.4141 -2.7471 -0.7900
C 1.3817 -2.4770 1.4359
H 0.7039 -4.7894 -0.8622
H 2.3927 -2.2753 1.7976
H -2.9617 3.5654 -2.3764
H 0.5643 2.8462 2.2867
H -1.2917 -2.5220 -0.6884
H 5.4796 2.9256 -0.2489
H 2.8573 -1.8205 -0.4276
H -4.8438 0.1859 0.0923
H 4.7756 1.5603 1.7284
H 4.4475 1.5707 -0.7254
H -2.2482 4.8595 -1.3857
H 0.8655 -3.1022 2.1748
H -2.6892 3.3072 -0.6269
H 1.5894 -3.4585 -2.6663
H -6.4285 -1.5570 0.9264
H 2.0204 0.0684 -1.8936
H 0.5601 2.9169 0.5328
H 4.1292 3.2279 1.8320
H -4.9921 -2.3121 0.2222
H 3.2234 -3.4726 -0.9516
H 2.2151 -1.8130 -2.7499
H -5.1660 -2.2129 1.9778
H -0.9805 2.8800 1.4107
H -5.0173 0.2880 1.8536
H 3.7781 3.2076 -0.6518
H -2.7485 1.2875 -1.8484
H -1.3214 -1.8692 1.4131
H -2.1209 -1.0397 -1.9151
H 1.3655 2.4119 -1.9147
H -0.2658 -4.2806 0.5200
H -0.9868 -3.6684 -2.0032
```

Output
Gap between HOMO and LUMO = 7.634 eV
E_HOMO = -0.2577 Eh
ΔE to the lowest compared entry with this formula, charge and spin = 213.73 kJ/mol

These are the natural (NBO) partial charges, in e, on atoms 1 to 4: O -0.6136; O -0.5198; O -0.5369; O -0.6398



[3]
Entry from OMol25: a structure of composition C23H32As2GeN2O8S2SeTi in a non-equilibrium geometry (ωB97M-V with the def2-TZVPD basis set).

```
72
C23H32As2GeN2O8S2SeTi (ωB97M-V with the def2-TZVPD basis set)
Se -5.1275 -8.3177 16.7560
As -1.3535 -2.8043 18.4528
As -4.8889 -3.0392 19.6715
Ge -8.7087 -8.3441 16.6882
Ti -3.9269 -5.8031 16.6032
S -3.5855 -6.7226 14.4969
S -2.0259 -4.7189 15.7258
O -1.7098 -0.7102 16.0903
O -4.9578 -5.9738 18.4777
O -0.4893 -5.9007 18.8050
O -5.0491 -4.1936 16.5486
O -3.8705 -1.2873 15.5660
O -6.2535 -2.3662 16.4840
O -4.2716 -6.6174 20.4654
O -2.5159 -6.4827 18.0847
N -1.2171 -2.4495 13.0283
N -3.9723 -5.4484 11.0893
C -8.7219 -10.2908 16.2263
C -2.8965 -1.3019 16.3070
C -6.5081 -0.9623 16.6438
C -5.0496 -7.9186 20.3499
C -6.9100 -7.4839 16.3794
C -1.7656 -3.4515 12.9536
C -2.5372 -4.6478 13.0434
C -1.0273 -2.0710 20.2304
C -2.2602 -4.4090 19.0649
C -3.0341 -2.0298 17.6167
C -1.6101 0.1847 14.9284
C -3.3330 -5.0461 11.9293
C -9.8375 -7.2214 15.5276
C -4.2793 -5.7558 19.5043
C -9.2075 -7.8403 18.5529
C -1.7323 -5.6742 18.6230
C -2.5649 -5.3293 14.1780
C -5.2454 -2.9629 16.9039
C 0.1034 -7.0906 18.1986
C -4.3549 -1.4907 20.6029
C -4.2724 -2.5045 17.8809
C -3.5025 -4.4791 19.5481
C -5.0099 -9.5481 15.2381
H 0.6714 -6.7448 17.3901
H -0.6019 0.0149 14.5286
H -9.9987 -6.3066 16.0539
H -6.0712 -7.6767 20.1180
H -4.6284 -8.5389 19.5575
H -9.6162 -10.4589 15.6868
H -5.5783 -10.4505 15.3999
H -0.7412 -7.6823 17.9591
H -6.7959 -6.9903 15.4022
H -8.5680 -8.3844 19.2485
H -5.3289 -9.0176 14.3149
H -5.1194 -0.7355 20.3402
H -3.9568 -9.7252 15.1833
H -9.1305 -6.7725 18.7278
H -1.2071 -1.0094 20.2562
H -5.0567 -8.2493 21.3410
H -9.2780 -6.9021 14.6919
H -10.7608 -7.6883 15.2097
H -6.6221 -0.5837 15.5665
H -10.2379 -8.0975 18.7390
H -8.7524 -10.8426 17.1178
H 0.6646 -7.5102 19.0139
H 0.0227 -2.4105 20.4190
H -3.3381 -1.1010 20.4314
H -5.7871 -0.4955 17.2856
H -6.8383 -6.7487 17.1445
H -2.2920 -0.1840 14.1897
H -1.6669 -2.4480 21.0237
H -7.8633 -10.5618 15.6123
H -1.8132 1.1718 15.2524
H -7.4522 -0.8517 17.1330
H -4.4819 -1.7369 21.6260
```

Output
Gap between HOMO and LUMO (spin up / spin down) = 6.975 / 6.975 eV
Total charge = +2
E_HOMO (spin up / spin down) = -0.5233 / -0.5232 Eh

These are the Löwdin partial charges, in e, on atoms 1 to 4: Se 0.9634; As 1.3502; As 1.3720; Ge 0.8653



[4]
Entry from OMol25: a structure of composition C23H32BFN6S2SiV (ωB97M-V with the def2-TZVPD basis set).

```
67
C23H32BFN6S2SiV (ωB97M-V with the def2-TZVPD basis set)
V -0.4488 0.2932 -0.1640
S -2.9813 -0.1923 -0.2580
S 0.2622 -1.1197 -2.0885
Si 2.7634 1.2251 0.5353
F -1.2457 2.2299 -0.9234
N -2.1194 -0.7103 -3.4278
N 1.1334 1.6631 0.1306
N -2.8422 -2.8143 0.5152
N -0.6393 0.8602 -3.7197
N -0.0444 -1.0561 1.4264
N -2.7005 -2.5451 -1.6413
C -2.5721 -3.8899 -1.3691
C -0.9359 4.5710 -0.8471
C -0.1360 5.6582 -0.5099
C -0.0500 -0.5207 2.6524
C -2.6839 0.2677 -4.2179
C -1.7727 1.2464 -4.4043
C 3.2643 1.7560 2.2738
C 0.2016 -1.2584 3.7938
C 3.9707 1.9274 -0.7254
C 0.6092 1.6026 -3.6453
C -3.1122 -2.5453 1.9135
C 0.2171 -2.3636 1.3130
C 2.9766 -0.6355 0.5215
C -2.6700 -4.0714 -0.0357
C -0.4438 3.3189 -0.6020
C -0.8784 -0.3261 -3.1125
C 0.7963 2.9886 -0.0370
C 0.4803 -3.1653 2.4062
C 0.4810 -2.6158 3.6846
C 0.7954 -3.4543 4.8888
C 1.5620 4.1247 0.2969
C -2.8485 -1.8925 -0.4817
C 1.1041 5.4144 0.0604
B -2.8961 -2.0341 -3.1111
H -4.1337 -2.8327 2.1632
H -0.4819 6.6677 -0.6824
H 2.5252 -1.1114 -0.3511
H -1.8164 2.1696 -4.9538
H -1.9187 4.6787 -1.2874
H -4.0648 -1.7834 -3.2853
H 0.4440 2.5852 -4.0808
H 1.3904 1.0808 -4.1962
H 2.5352 1.3741 2.9962
H 0.2122 -2.7589 0.3045
H 0.9242 1.7063 -2.6082
H 0.6907 -4.2164 2.2527
H -2.5058 -2.9230 -3.8307
H 0.4403 -2.9851 5.8051
H 1.8752 -3.5901 4.9786
H 1.7384 6.2480 0.3364
H -2.4281 -4.6001 -2.1630
H 3.9958 1.2786 -1.6058
H 2.5343 3.9970 0.7527
H -3.6946 0.1745 -4.5718
H -0.2462 0.5441 2.7170
H -2.9944 -1.4785 2.0815
H 3.3437 2.8337 2.4244
H 2.5948 -1.1135 1.4257
H -2.4126 -3.1011 2.5365
H 4.9889 1.9864 -0.3305
H 4.2339 1.3134 2.5249
H 3.6827 2.9259 -1.0612
H 0.3463 -4.4439 4.8050
H 4.0539 -0.8332 0.4847
H -2.6339 -4.9599 0.5693
H 0.1849 -0.7699 4.7591
```

Output
Spin multiplicity = 4
Gap between HOMO and LUMO (spin up / spin down) = 6.949 / 7.465 eV
⟨S²⟩ = 3.76
E_HOMO (spin up / spin down) = -0.2471 / -0.2704 Eh
ΔE to the lowest compared entry with this formula, charge and spin = 0.00 kJ/mol

These are the natural (NBO) partial charges, in e, on atoms 1 to 4: V 1.0657; S -0.3065; S -0.3269; Si 1.8166